ORCA calculation (wB97M-V/def2-TZVPD) on C18H26FInN3O as an isolated structure.

Properties
Frontier orbital gap   6.35 eV
E_HOMO   -4.528 eV

```
! wB97M-V def2-TZVPD RIJCOSX def2/J DEFGRID3
* xyz -1 1
C 4.2816 -2.6143 -0.0272
C 4.9143 -1.6345 -1.0244
C 5.0358 -2.3470 -2.3742
C 4.0768 -0.3549 -1.2078
In 1.8893 -0.7943 -1.4419
F 1.4802 -2.0880 -2.9731
C 0.5763 1.0373 -1.6733
C -0.7605 0.6336 -2.1728
O -1.3511 1.1879 -3.0786
C -1.4092 -0.5627 -1.5120
C -1.9885 -1.5483 -2.3082
C -2.5738 -2.6573 -1.7038
C -2.5742 -2.7857 -0.3216
C -1.9913 -1.7928 0.4642
C -1.4145 -0.6768 -0.1335
H 3.6120 -3.3086 -0.5247
H 3.7729 -2.1120 0.7899
H 5.0833 -3.2078 0.4256
H 5.9097 -1.3633 -0.6609
H 5.7823 -1.8346 -2.9843
H 4.0936 -2.3002 -2.9217
H 5.2939 -3.3979 -2.2543
H 4.3992 0.1742 -2.1051
H 4.1606 0.2654 -0.3163
H 1.3133 -1.5799 0.0473
H 1.0045 1.7797 -2.3399
H 0.3955 1.4646 -0.6851
H -1.9705 -1.4242 -3.3791
H -3.0370 -3.4092 -2.3287
H -3.0108 -3.6435 0.1652
H -1.9562 -1.8662 1.5419
H -0.9712 0.0705 0.4993
C -0.4503 3.5353 1.5449
C -0.1815 2.2179 2.1025
N 0.0297 1.1691 2.5165
H -1.5170 3.6679 1.3667
H -0.1180 4.3196 2.2170
H 0.0656 3.6700 0.5959
C -4.6414 -2.7142 3.0101
C -4.5398 -4.0183 2.3764
N -4.4593 -5.0449 1.8704
H -5.6821 -2.4597 3.2052
H -4.1031 -2.7012 3.9565
H -4.2159 -1.9451 2.3660
C -2.4661 7.3001 2.0875
C -1.1887 6.8961 1.5213
N -0.1833 6.5770 1.0700
H -2.6911 8.3342 1.8324
H -3.2717 6.6741 1.7070
H -2.4522 7.2130 3.1728
*
```

***

ORCA calculation (wB97M-V/def2-TZVPD) on C18H26HoN3O8 as an isolated structure.

Properties
Frontier orbital gap (spin up / spin down)   9.17 / 9.16 eV
E_HOMO (spin up / spin down)   -14.555 / -14.554 eV

```
! wB97M-V def2-TZVPD RIJCOSX def2/J DEFGRID3
* xyz 2 5
Ho 2.3996 5.5391 17.3342
C 3.9775 7.0448 19.8297
C 4.4420 7.9698 18.7371
O 3.7318 7.6239 17.5351
C 4.2713 8.2045 16.3042
C 3.4831 7.6201 15.1407
O 3.3109 6.2079 15.2768
C 4.2184 5.2422 14.7275
C 5.3132 4.9043 15.7398
O 4.7049 4.6952 17.0562
C 5.7240 4.7183 18.0546
C 5.0249 4.7441 19.4074
O 3.9267 5.6582 19.3496
H 2.9784 7.2225 20.1974
H 4.7261 7.1407 20.6666
H 5.4793 7.7886 18.5476
H 4.3042 9.0018 19.0191
H 5.3379 7.8996 16.3119
H 4.1831 9.3159 16.2900
H 4.0191 7.8678 14.2290
H 2.4929 8.0130 15.0442
H 4.6641 5.5999 13.8109
H 3.6154 4.3951 14.4347
H 6.0222 5.7145 15.8324
H 5.9309 4.0367 15.4336
H 6.4020 5.5664 17.9134
H 6.3421 3.8198 17.9277
H 5.7534 5.0609 20.1728
H 4.5462 3.8000 19.6205
C -1.5172 6.3593 21.3489
N -0.9998 5.2468 20.4858
C -1.6606 3.9274 20.6012
C 0.0695 5.3930 19.7997
N 1.0391 5.4932 19.1724
H -1.4026 6.0613 22.3765
H -2.5543 6.4867 21.0973
H -1.0075 7.2777 21.1534
H -1.3758 3.5122 21.5825
H -1.3758 3.2406 19.8346
H -2.7562 4.0155 20.4913
O 0.7952 6.6260 16.2856
C 0.3211 5.5182 15.8938
O 0.9343 4.4314 16.2425
C -0.9024 5.4269 15.0357
C -1.5542 6.5790 14.5914
C -2.7013 6.4799 13.8270
C -3.2050 5.2414 13.5010
C -2.6481 4.0599 13.9850
C -1.4732 4.1674 14.7402
N -4.4439 5.2114 12.6465
O -4.8913 4.0919 12.4766
O -4.9076 6.2694 12.2716
H -1.0993 7.5297 14.9095
H -3.2064 7.3779 13.4685
H -3.0901 3.1405 13.6329
H -0.9989 3.2745 15.2168
*
```

***

ORCA calculation (wB97M-V/def2-TZVPD) on one molecule with the formula C18H26N6O4S.

Properties
Frontier orbital gap   9.19 eV
E_HOMO   -9.352 eV
SMILES   CCOCCCNC(=O)[C@H]1CCCN(S(=O)(=O)c2ccc(-n3cnnn3)cc2)C1
Energy above the lowest of the compared OMol25 structures with the same formula, charge and spin   0.9797 eV

```
! wB97M-V def2-TZVPD RIJCOSX def2/J DEFGRID3
* xyz 0 1
C -5.9027 -1.4115 2.2198
C -5.7894 0.1010 2.0430
O -5.2225 0.4908 0.8088
C -6.0860 0.3807 -0.3103
C -5.3665 0.8905 -1.5583
C -4.2507 -0.0521 -2.0091
N -3.2163 -0.1210 -1.0042
C -1.9092 0.0324 -1.2661
O -1.4473 0.1112 -2.3876
C -1.0220 0.0777 -0.0229
C -1.3268 1.2867 0.8684
C -0.3479 1.3017 2.0419
C -0.4446 -0.0125 2.8199
N -0.2934 -1.1708 1.9736
S 1.1882 -1.9041 1.8578
O 1.8084 -1.8013 3.1443
O 0.9680 -3.1950 1.2796
C 2.1578 -0.9436 0.6852
C 2.9303 0.1091 1.1390
C 3.6255 0.8853 0.2304
C 3.5346 0.5940 -1.1295
N 4.2348 1.4037 -2.0274
C 4.2263 1.4555 -3.3876
N 5.0544 2.3873 -3.7687
N 5.5706 2.9052 -2.6575
N 5.1049 2.3483 -1.6281
C 2.7766 -0.4832 -1.5800
C 2.0880 -1.2536 -0.6603
C -1.1454 -1.2051 0.8123
H -6.2292 -1.6314 3.2320
H -4.9377 -1.8848 2.0527
H -6.6245 -1.8365 1.5269
H -6.7764 0.5694 2.1626
H -5.1160 0.5122 2.8005
H -6.9912 0.9790 -0.1276
H -6.3902 -0.6641 -0.4607
H -4.9456 1.8735 -1.3433
H -6.0968 0.9917 -2.3612
H -4.6613 -1.0541 -2.1858
H -3.7892 0.3005 -2.9349
H -3.5596 -0.0828 -0.0543
H 0.0059 0.1678 -0.3873
H -1.2321 2.2068 0.2885
H -2.3503 1.2289 1.2464
H -0.5720 2.1324 2.7124
H 0.6682 1.4334 1.6643
H 0.3288 -0.0849 3.5846
H -1.4250 -0.0785 3.3067
H 2.9879 0.2966 2.1995
H 4.2395 1.7134 0.5475
H 3.6319 0.8467 -4.0323
H 2.7184 -0.7223 -2.6293
H 1.5003 -2.1009 -0.9743
H -0.8609 -2.0868 0.2375
H -2.1791 -1.3324 1.1541
*
```

***

E_tot: -1230.988663; -2415.220145; -1729.154931 (Ha)
Max |F|: 0.95; 2.23; 1.67 (eV Å⁻¹)